<a>
Computed, not measured: the molecule F3NO2S, with ωB97M-V/def2-TZVPD.

```
7
Properties=species:S:1:pos:R:3
O -0.5312 1.3744 0.7348
S -0.6005 0.3482 -0.2033
O -1.8403 -0.2749 -0.5775
F 0.1187 0.8368 -1.5151
N 0.5924 -0.9086 0.1377
F 1.7401 -0.1979 -0.1076
F 0.5208 -1.1780 1.5311
```

HOMO energy (eV): -12.4
Total charge: 0
Frontier orbital gap (eV): 12.82
SMILES string: O=S(=O)(F)N(F)F
Lowest unoccupied orbital energy (eV): 0.39

<b>
Computed, not measured: the molecule F3NO2S, with ωB97M-V/def2-TZVPD.

```
7
Properties=species:S:1:pos:R:3
O 0.8937 -1.4958 0.7812
S 0.6764 -0.2781 0.1657
O 1.0888 1.1372 1.0751
F 1.2754 -0.4731 -1.3202
N -1.0471 -0.2036 -0.3255
F -1.6032 0.0737 0.8470
F -1.1526 0.9414 -1.1100
```

HOMO energy (eV): -12.0
Total charge: 0
Frontier orbital gap (eV): 11.00
SMILES string: O=S(=O)(F)N(F)F
Lowest unoccupied orbital energy (eV): -1.02

Which one is most stable, and which one is least stable? <a> is the most stable of them, while <b> is the least stable.

<a>
Computed, not measured: a cluster of 2 separate species, C3H2O3 in total, with ωB97M-V/def2-TZVPD.

```
8
Properties=species:S:1:pos:R:3
C 2.8907 -2.7929 -0.6635
C -0.3446 -0.5453 -0.4097
C 3.3890 -1.5921 -1.3218
O 2.6970 -3.7096 0.0571
O 2.2808 -2.1873 -1.7505
O 0.6952 -0.2582 -0.9130
H -0.5486 -0.2740 0.5968
H -1.2000 -1.0779 -0.8829
```

HOMO energy (eV): -9.9
Total charge: 0
Frontier orbital gap (eV): 9.17
Lowest unoccupied orbital energy (eV): -0.72

<b>
Computed, not measured: a cluster of 2 separate species, C3H2O3 in total, with ωB97M-V/def2-TZVPD.

```
8
Properties=species:S:1:pos:R:3
O 2.3859 -0.5463 0.7529
C 1.7039 0.1049 0.0750
O 1.2468 0.6750 -0.8468
C -0.2546 0.5354 0.5424
C -1.1875 0.0277 -0.0005
O -1.5489 -0.9891 -0.7907
H 0.2437 1.2447 1.1156
H -2.5894 -1.0523 -0.8479
```

HOMO energy (eV): -9.3
Total charge: 0
Frontier orbital gap (eV): 9.39
SMILES string: O=C=O.C#CO
Lowest unoccupied orbital energy (eV): 0.11

<c>
Computed, not measured: the molecule C3H2O3, with ωB97M-V/def2-TZVPD.

```
8
Properties=species:S:1:pos:R:3
O 1.8415 2.0063 0.0087
C 0.9258 1.4556 0.5777
C -0.0977 0.6805 -0.1751
O 0.0674 -0.5937 0.0872
C -0.9035 -1.4199 -0.5458
O -1.0358 -2.5432 -0.2078
H 0.7367 1.5607 1.6696
H -1.4425 -0.8462 -1.3144
```

HOMO energy (eV): -9.8
Total charge: 0
Frontier orbital gap (eV): 8.95
Lowest unoccupied orbital energy (eV): -0.83

Which one is most stable, and which one is least stable? <c> is the most stable of them, while <a> is the least stable.

<a>
Computed, not measured: the molecule C3H2O3, with ωB97M-V/def2-TZVPD.

```
8
Properties=species:S:1:pos:R:3
C -0.7100 0.3032 0.3011
C -0.1929 -0.7576 -0.3137
C 1.4870 1.2103 0.4781
O 2.6066 1.3480 0.2830
O 0.2998 1.3237 0.6826
O -1.0538 -1.8129 -0.5882
H -1.6239 0.7214 0.4545
H -0.8128 -2.3362 -1.2975
```

HOMO energy (eV): -7.8
Total charge: 0
Frontier orbital gap (eV): 7.89
Lowest unoccupied orbital energy (eV): 0.11

<b>
Computed, not measured: the molecule C3H2O3, with ωB97M-V/def2-TZVPD.

```
8
Properties=species:S:1:pos:R:3
C -0.2412 -1.5478 0.3806
C 0.0073 1.1449 -0.1358
C -0.1492 -0.1646 -0.6261
O -1.0197 -2.3668 0.0968
O 0.6052 -1.0076 1.0629
O 0.8782 0.4669 -1.0886
H -0.5407 1.8953 -0.5988
H 0.4601 1.5798 0.9089
```

HOMO energy (eV): -10.6
Total charge: 0
Frontier orbital gap (eV): 10.03
Lowest unoccupied orbital energy (eV): -0.56

<c>
Computed, not measured: the molecule C3H2O3, with ωB97M-V/def2-TZVPD.

```
8
Properties=species:S:1:pos:R:3
O 1.7324 1.3628 -0.8149
C 0.8661 0.9841 -0.0706
C 0.3590 -0.4629 -0.1369
O 1.0681 -1.3910 -0.4360
C -1.1176 -0.6716 0.1839
O -1.8217 0.2540 0.5044
H 0.3923 1.6373 0.6835
H -1.4786 -1.7126 0.0866
```

HOMO energy (eV): -10.0
Total charge: 0
Frontier orbital gap (eV): 8.46
SMILES string: O=CC(=O)C=O
Lowest unoccupied orbital energy (eV): -1.58

Which one is most stable, and which one is least stable? <c> is the most stable of them, while <a> is the least stable.

<a>
Computed, not measured: a cluster of 2 separate species, C3H2O3 in total, with ωB97M-V/def2-TZVPD.

```
8
Properties=species:S:1:pos:R:3
C -3.4229 0.2924 0.0407
C -0.0256 -0.2065 -0.1449
C -1.2168 -0.6139 -0.9160
O -3.9885 -0.6820 0.2345
O -2.8750 1.2856 -0.1241
O -0.9389 -1.2749 0.1344
H 0.9485 -0.5373 -0.4723
H -0.0654 0.6240 0.5425
```

HOMO energy (eV): -10.1
Total charge: 0
Frontier orbital gap (eV): 10.63
Lowest unoccupied orbital energy (eV): 0.55

<b>
Computed, not measured: a structure of composition C3H2O3, with ωB97M-V/def2-TZVPD.

```
8
Properties=species:S:1:pos:R:3
O -1.8203 0.2650 1.0601
C -0.5644 0.5291 0.9059
C 0.0684 0.4336 -0.4516
O -0.0425 1.3221 -1.2670
C 0.9713 -0.7710 -0.6913
O 1.0833 -1.6403 0.1358
H -1.1808 0.6408 1.9801
H 1.4849 -0.7793 -1.6720
```

HOMO energy (eV): -9.3
Total charge: 0
Frontier orbital gap (eV): 8.15
Lowest unoccupied orbital energy (eV): -1.17

<c>
Computed, not measured: a cluster of 2 separate species, C3H2O3 in total, with ωB97M-V/def2-TZVPD.

```
8
Properties=species:S:1:pos:R:3
C 2.0751 0.7602 -0.4841
C 1.2506 -0.1929 -0.3273
O 0.6278 -1.1392 -0.1420
H 1.7478 1.6980 -0.4187
H 3.1743 0.6503 -0.2101
O -2.9394 -1.7280 0.6542
C -2.9525 -0.5928 0.5326
O -2.9839 0.5442 0.3954
```

HOMO energy (eV): -9.6
Total charge: 0
Frontier orbital gap (eV): 10.07
SMILES string: C=C=O.O=C=O
Lowest unoccupied orbital energy (eV): 0.51

<d>
Computed, not measured: a structure of composition C3H2O3, with ωB97M-V/def2-TZVPD.

```
8
Properties=species:S:1:pos:R:3
O -2.1090 0.0435 1.0847
C -1.1659 0.7377 0.7930
C -0.1064 0.2559 -0.1013
O -0.0450 0.6040 -1.2717
C 1.4287 -1.0406 -0.4360
O 2.0210 -1.8488 0.1566
H -1.0102 1.7209 1.2669
H 0.9722 -0.4268 -1.4933
```

HOMO energy (eV): -9.4
Total charge: 0
Frontier orbital gap (eV): 9.22
Lowest unoccupied orbital energy (eV): -0.22

Which one is most stable, and which one is least stable? <c> is the most stable of them, while <b> is the least stable.

<a>
Computed, not measured: the molecule C4H3N3OS, with ωB97M-V/def2-TZVPD.

```
12
Properties=species:S:1:pos:R:3
C -0.7968 1.2513 -1.7373
N 0.2092 0.4655 -1.6687
C 0.3809 0.0978 -0.3625
C -0.6323 0.6976 0.3398
O -1.4064 1.4186 -0.4026
S -1.2174 0.0890 2.0810
N -0.5279 -1.4976 1.9315
N 0.4021 -1.8294 1.1902
C 1.1982 -0.8517 0.3389
H -1.1629 1.9286 -2.4996
H 1.7560 -1.4712 -0.2975
H 1.7974 -0.2985 1.0868
```

HOMO energy (eV): -9.1
Total charge: 0
Frontier orbital gap (eV): 9.55
SMILES string: c1nc2c(o1)SN=NC2
Lowest unoccupied orbital energy (eV): 0.42

<b>
Computed, not measured: the molecule C4H3N3OS, with ωB97M-V/def2-TZVPD.

```
12
Properties=species:S:1:pos:R:3
C -1.9265 -0.0333 1.6525
C -0.1900 0.0623 0.3145
C -1.0446 -0.5677 -0.5131
C 1.2273 0.4647 0.0251
N -0.7047 0.3618 1.5490
N 1.7198 0.1504 -1.2635
N 1.2185 -0.4513 -2.1643
O 1.5321 -0.7966 -3.2631
S -2.5584 -0.8136 0.2354
H -2.5218 0.0935 2.5346
H 1.3454 1.5465 0.1485
H 1.9027 -0.0167 0.7443
```

HOMO energy (spin up / spin down) (eV): -9.8 / -9.0
Total charge: 0
Frontier orbital gap (spin up / spin down) (eV): 8.95 / 7.19
Lowest unoccupied orbital energy (spin up / spin down) (eV): -0.80 / -1.80

Which one is most stable, and which one is least stable? <a> is the most stable of them, while <b> is the least stable.

<a>
Computed, not measured: a structure of composition C2H4N2O2S, with ωB97M-V/def2-TZVPD.

```
11
Properties=species:S:1:pos:R:3
C -1.0778 -0.3958 -0.7815
C 0.7540 0.4984 -0.6119
N 0.8958 0.9021 0.7181
N 1.4913 -0.3409 0.2166
O -0.2445 0.7923 1.4809
O 0.9943 -1.5886 0.4277
S -0.7721 -1.8699 0.0713
H -1.0620 -0.3942 -1.8573
H -1.9217 0.2015 -0.4115
H 0.8597 1.0147 -1.5659
H 0.0829 1.1804 2.3134
```

HOMO energy (eV): -8.5
Total charge: 0
Frontier orbital gap (eV): 8.83
Lowest unoccupied orbital energy (eV): 0.32

<b>
Computed, not measured: a structure of composition C2H4N2O2S, with ωB97M-V/def2-TZVPD.

```
11
Properties=species:S:1:pos:R:3
C -1.0662 0.1396 0.4722
C -0.4291 1.3515 0.1670
N 0.3266 0.4681 0.6389
N -1.4913 -0.7343 -0.5443
O 2.7871 -0.9276 1.0181
O 1.7089 -0.6035 -1.1897
S 2.3643 -0.0432 -0.0261
H -1.6988 0.1969 1.3769
H -0.3859 2.3603 -0.2262
H -1.0019 -0.5425 -1.4523
H -1.1136 -1.6654 -0.2343
```

HOMO energy (eV): -9.9
Total charge: 0
Frontier orbital gap (eV): 9.84
Lowest unoccupied orbital energy (eV): -0.05

Which one is most stable, and which one is least stable? <b> is the most stable of them, while <a> is the least stable.

<a>
Computed, not measured: a cluster of 2 separate species, CHNO3 in total, with ωB97M-V/def2-TZVPD.

```
6
Properties=species:S:1:pos:R:3
O -2.5044 -0.8538 -1.5263
C -1.6796 -0.8770 -0.7479
O -0.8557 -0.9189 0.0579
N 1.7438 0.7311 0.3521
O 2.3849 1.5474 0.9561
H 0.9110 0.3712 0.9081
```

HOMO energy (eV): -9.4
Total charge: 0
Frontier orbital gap (eV): 9.22
SMILES string: O=C=O.N=O
Lowest unoccupied orbital energy (eV): -0.20

<b>
Computed, not measured: the molecule CHNO3, with ωB97M-V/def2-TZVPD.

```
6
Properties=species:S:1:pos:R:3
O 1.3173 0.3763 0.7388
C 0.6563 0.4137 -0.2551
N -0.6554 0.1313 -0.1472
O -1.1523 -0.3829 1.0234
O -1.1699 -1.1444 -0.1576
H 1.0041 0.6060 -1.2024
```

HOMO energy (eV): -10.7
Total charge: 0
Frontier orbital gap (eV): 10.65
SMILES string: O=Cn1oo1
Lowest unoccupied orbital energy (eV): -0.10

Which one is most stable, and which one is least stable? <a> is the most stable of them, while <b> is the least stable.